No. 1
The following is a DFT calculation (ωB97M-V/def2-TZVPD) of 15 unconnected molecules or ions with the total composition C27H88N24O15 in a non-equilibrium geometry.

Summary:
E_tot	-95897.3528	eV
highest occupied orbital energy	-0.3395	Ha
gap between HOMO and LUMO	9.21	eV
lowest unoccupied orbital energy	-0.031	eV

Geometry as XYZ:
```
154
C27H88N24O15 ωB97M-V/def2-TZVPD
H -0.93884 2.29149 1.06257
O -1.50287 -8.52793 -6.27667
N 6.88472 -0.46120 1.30360
H 9.00351 -5.04047 -5.51187
H 6.60941 4.47140 -8.71091
H 4.50527 3.84321 6.66964
N 0.71932 4.66775 10.81729
H -0.98714 -1.77882 -1.79673
N -11.18185 2.03201 -4.53722
H 1.88295 10.09788 2.24046
H 0.74149 9.44488 1.09620
N 0.69037 9.94142 4.08424
H 10.56510 -4.30208 -5.66448
H -8.10481 6.13767 3.11344
O 8.68795 0.08154 2.49743
C -0.14425 1.09020 -1.46089
N 5.63730 3.66308 -5.21088
H 4.94328 -5.11663 6.94368
C 1.02106 -3.56880 6.93055
H 1.33629 -2.59317 7.30054
H 3.44360 3.31329 -6.77701
H 2.95356 2.16561 10.62955
H 6.55309 -0.73712 2.21683
H -5.90473 -3.17232 1.42974
H -0.02070 1.17980 -2.54016
C 5.62308 1.48094 -6.10887
N -0.24502 -8.56347 -4.40035
H 1.55082 2.86561 8.59368
H -5.24431 7.59109 -2.79520
N -6.73048 -1.58728 3.89501
C 5.65128 3.00301 -6.49570
N 1.03861 9.57647 2.05250
H -11.56170 2.16491 -3.61086
H 1.83319 -5.37664 6.72297
H -9.59310 2.39746 -2.59438
N 8.69203 -4.93318 -3.27431
H -3.20110 -2.77901 -7.50458
C -1.56589 1.62783 -0.98554
C -1.73164 1.70832 0.59407
H 0.93768 4.87866 11.78057
H 1.42797 -8.09766 -5.58732
N -7.10871 -7.31523 -3.97555
C -3.14947 -0.89775 -8.23410
H -2.69032 2.16744 0.83534
C 0.18208 9.39746 3.03785
C 4.36555 3.35088 -7.35727
C -0.00911 -1.32949 -1.96898
H 0.58934 -8.41252 -3.85158
H 2.70171 -6.44211 1.60922
H 0.68223 -4.11485 5.10040
H -7.94136 -7.72072 -4.37849
H -5.09145 -2.98131 2.86315
H 1.29436 2.04762 11.01169
C 9.82127 -4.49449 -3.72782
H 2.86142 4.66098 10.40518
C -0.44432 -8.29042 -5.65881
H 4.63186 -3.97303 8.17638
H -1.75718 8.19742 -4.37911
H 1.51154 -2.75980 5.20492
H 5.44085 -3.42495 6.60853
H 0.59422 1.70192 -0.94269
H 7.79114 0.90115 -0.34290
H -7.40496 -0.97845 4.33603
H 1.18806 -9.97347 1.43992
C 2.13170 2.74435 11.05110
H 2.42281 -4.53720 8.13477
N 1.99677 -9.48808 1.80117
O -3.62126 9.42408 -3.52962
C -3.58212 8.17758 -3.81915
C 3.53559 3.71574 7.15085
H -2.28307 -0.12026 -1.69412
H 5.47640 3.63939 -9.80840
N 0.63069 -7.88576 -6.17002
H -0.67124 -4.83422 7.20283
N -3.58753 -1.84631 -7.47563
H 7.93127 -5.35295 -3.78924
N -4.38931 7.35189 -3.27673
O 0.59248 -7.78992 2.13129
H 5.29078 0.85818 -6.93944
O -9.18442 4.56622 2.51786
H -1.08874 -8.93307 -3.98608
H -4.34365 6.37340 -3.52278
H 5.59316 5.36405 -9.66461
H 0.46395 5.50935 10.32069
H 1.56365 10.34707 3.77937
H -8.77074 -5.43577 -2.28475
N -3.82554 0.19549 -8.07508
H -9.47295 5.75430 4.20434
H 2.89670 -9.85744 1.52952
H 0.33517 9.96926 5.02932
H 4.04694 2.52044 -7.98733
H 4.67517 3.75701 -4.91835
H 6.29224 -0.05118 0.59582
H 3.08475 2.76181 6.87721
N -2.54904 7.57502 -4.30389
H 5.98675 4.60657 -5.29928
C 4.70231 -4.06406 7.09247
H 1.37465 4.61222 8.42194
H -8.35891 1.56622 -3.37514
C 1.69013 -8.24741 1.80837
H 2.99901 4.34867 6.44404
O -9.32950 1.28820 -5.54417
N 0.68049 -3.21362 5.55635
C -0.24765 -3.93900 7.65809
H -4.44422 -1.63972 -6.98216
N 2.74136 -7.44057 1.46212
H 0.75595 -2.10441 -1.92126
H -1.62955 2.66917 -1.30118
N -8.57094 -6.17137 -2.94738
C 5.58442 4.44370 -9.08070
C 8.10456 -0.00373 1.37948
H -9.77381 5.16605 2.05480
H -1.64422 0.80111 1.19194
O 3.38871 4.12772 8.39791
O 3.43430 -3.76738 6.40213
H -2.54991 6.60045 -4.56910
O -2.17054 -0.97688 -8.93631
H -4.70391 0.11688 -7.58275
H -3.61256 1.04639 -8.57580
H 2.43117 2.74589 12.09916
N -5.87058 -2.66611 2.30305
H 0.59256 -7.93036 -7.17832
C -7.29769 -6.21935 -3.36295
H -11.84018 1.62523 -5.18624
O 10.66984 -4.02379 -3.02142
N 8.48670 0.58474 0.31754
H 8.66761 -4.83692 -2.26921
H -3.25160 0.50399 -0.69887
C 2.03140 3.82403 8.79008
O 4.60310 4.58341 -8.10120
C 1.97628 4.03596 10.28687
H -0.05466 -4.03214 8.72682
H 6.58850 3.14540 -7.03370
N -9.30178 1.92292 -3.43702
O 0.26793 -0.23867 -1.09529
H -9.27246 -6.85962 -3.18038
N 9.79725 -4.59288 -5.07630
O -7.90176 -1.80408 2.10772
N -2.66036 0.78860 -1.46668
C 2.25574 -4.43112 7.06289
H -8.15290 4.68262 4.24381
O -0.89436 8.95638 2.89711
H 6.58507 1.09686 -5.76952
H -0.97681 -3.21018 7.30419
C -6.94739 -2.09520 2.75217
H 3.64615 -7.80260 1.19679
H -6.14497 -7.46518 -4.23788
C -8.69501 5.33938 3.56345
H 4.93119 1.33144 -5.27999
H 0.10113 -1.12953 -3.03480
C -9.86176 1.73863 -4.55473
H 9.47715 0.78091 0.29266
H -5.88705 -1.69652 4.43979
O -6.42821 -5.34585 -3.17682
```

=====

No. 2
The following is a DFT calculation (ωB97M-V/def2-TZVPD) of a molecular structure, C18H29N2O2P2SeZr in a non-equilibrium geometry.

Summary:
E_tot	-111403.6974	eV
highest occupied orbital energy (spin up / spin down)	-0.3195 / -0.3192	Ha
energy relative to the best compared isomer or geometry (same formula, charge and spin)	22.0	kJ/mol
gap between HOMO and LUMO (spin up / spin down)	3.67 / 3.66	eV
total charge	+1
lowest unoccupied orbital energy (spin up / spin down)	-5.024 / -5.024	eV

Geometry as XYZ:
```
55
C18H29N2O2P2SeZr ωB97M-V/def2-TZVPD
H -3.71591 0.71150 1.81822
H -1.79015 -0.40080 -5.14129
H -4.54071 -0.82908 -0.91329
H -4.58130 1.21458 0.32382
H -0.68293 -2.23414 5.01574
C -0.37239 -1.72788 1.50525
H 1.22581 -1.44007 -3.02600
P -2.47690 0.23032 -0.19427
C 0.21132 3.83558 -3.08622
H 4.43214 1.11389 1.27293
C -1.01643 2.21628 -1.79614
H 0.14898 -3.31480 0.17210
C -0.48552 -2.48278 3.97123
C 0.26818 -3.97757 2.23533
C -3.47765 -1.10436 -0.91789
C -3.61260 1.16663 0.82855
H -3.36016 -2.02451 -0.32973
H -3.18933 2.25909 -1.41883
H 0.29892 -4.40554 4.36268
Zr -0.01128 0.36358 0.64926
H -2.70036 0.97394 -2.42771
H -3.22011 2.18130 0.94406
H 4.60968 -0.14440 -1.31246
C -0.01010 -0.12638 3.39540
H -1.91021 3.42209 -3.30712
C -2.34856 1.53070 -1.55430
C 0.00453 -3.02315 1.22644
N 0.09864 0.85937 2.55256
H -1.23561 -0.65745 -3.72748
O -1.40423 -1.14436 -4.62890
H 0.71191 -1.21522 -1.69069
H 2.34340 3.87692 -2.66201
C 3.53508 0.49746 1.49052
H 3.43016 1.97946 -1.52841
H -1.85843 -1.16815 3.01650
C 1.29845 2.43043 -1.48150
C 0.04980 -3.67544 3.60041
H 0.65719 -4.96347 1.98310
Se 0.88758 -0.00040 4.99127
C -0.76955 -1.40928 2.94945
N 0.10330 1.87938 -1.11054
H 2.87588 2.69036 -0.00320
H 0.26806 -2.77495 -2.14404
H -3.16323 -1.32481 -1.94946
H 3.82110 -0.52240 1.82585
H 0.23179 4.64378 -3.80476
H 3.78333 -1.63600 -0.78296
C -0.97956 3.19981 -2.80011
P 2.57548 0.27559 -0.06625
C 2.58043 2.00437 -0.82165
C 1.36843 3.43256 -2.44208
O 1.37667 -0.89263 -2.24797
C 3.66650 -0.62680 -1.14368
H 3.16524 -0.70708 -2.09136
H 2.88548 0.96503 2.26152
```